1.
{
  "formula": "C24H29N7O4",
  "method": "wB97M-V/def2-TZVPD",
  "species": ["C", "C", "O", "O", "C", "C", "C", "C", "C", "C", "C", "C", "C", "O", "N", "C", "O", "H", "H", "H", "H", "H", "H", "H", "H", "H", "H", "H", "C", "C", "N", "H", "H", "H", "C", "C", "N", "H", "H", "H", "C", "C", "N", "H", "H", "H", "C", "C", "N", "H", "H", "H", "C", "C", "N", "H", "H", "H", "C", "C", "N", "H", "H", "H"],
  "positions_angstrom": [[1.4947, 3.3980, 3.9273], [0.8545, 3.2909, 2.5744], [1.0994, 4.0195, 1.6603], [-0.0385, 2.2580, 2.4278], [-1.2941, 2.5039, 3.1235], [-2.4428, 2.2848, 2.1369], [-3.5220, 3.3223, 2.2310], [-3.3796, 4.5928, 1.6825], [-4.3912, 5.5504, 1.7328], [-5.6189, 5.2624, 2.3328], [-5.7536, 4.0074, 2.8987], [-4.7425, 3.0535, 2.8572], [-5.2293, 1.8362, 3.5582], [-4.6967, 0.7706, 3.6605], [-6.5158, 2.1357, 4.1001], [-6.9176, 3.4102, 3.5944], [-8.0289, 3.8281, 3.6746], [2.2018, 4.2158, 3.9072], [1.9580, 2.4415, 4.1529], [0.7317, 3.5817, 4.6796], [-1.3109, 3.5045, 3.5464], [-1.3434, 1.7636, 3.9170], [-2.8420, 1.2868, 2.2562], [-2.0207, 2.3404, 1.1356], [-2.4528, 4.8598, 1.1927], [-4.2496, 6.5192, 1.2801], [-6.4334, 5.9691, 2.3642], [-6.4862, 2.0622, 5.1105], [2.3445, 1.5368, -0.3326], [3.0173, 1.7312, -1.6040], [3.5579, 1.8853, -2.6055], [3.0637, 1.2996, 0.4491], [1.7906, 2.4231, -0.0248], [1.6372, 0.7106, -0.3920], [6.2706, -0.9177, -1.6109], [5.5914, -0.4681, -0.4091], [5.0172, -0.1121, 0.5180], [7.3377, -1.0478, -1.4365], [5.8665, -1.8670, -1.9557], [6.1477, -0.1891, -2.4102], [4.0811, -0.2259, -4.8439], [4.3222, -1.5856, -4.3867], [4.5054, -2.6609, -4.0287], [4.6590, 0.4917, -4.2656], [4.3516, -0.1216, -5.8937], [3.0315, 0.0371, -4.7313], [3.0652, -5.6535, -4.2084], [2.7170, -6.8401, -3.4433], [2.4427, -7.7743, -2.8358], [2.2284, -5.3328, -4.8271], [3.3349, -4.8275, -3.5548], [3.9136, -5.8471, -4.8621], [-6.1705, 1.1411, -0.6822], [-5.0638, 2.0384, -0.9770], [-4.1914, 2.7468, -1.2095], [-6.3722, 0.4867, -1.5283], [-5.9418, 0.5184, 0.1821], [-7.0763, 1.7051, -0.4646], [3.5712, -10.7760, -2.3756], [3.8049, -12.1365, -1.9143], [3.9891, -13.2093, -1.5506], [4.1593, -10.0619, -1.8033], [3.8417, -10.6690, -3.4245], [2.5254, -10.4974, -2.2719]],
  "homo_ev": -10.066,
  "lumo_ev": -0.58,
  "smiles": "CC(=O)OCCc1cccc2c1C(=O)NC2=O.CC#N.CC#N.CC#N.CC#N.CC#N.CC#N",
  "gap_ev": 9.5,
  "energy_ev": -43977.9594
}



2.
{
  "formula": "C23H35OReS",
  "method": "wB97M-V/def2-TZVPD",
  "species": ["C", "C", "C", "C", "C", "Re", "C", "C", "H", "C", "H", "H", "C", "H", "H", "H", "C", "H", "H", "H", "C", "H", "H", "H", "C", "H", "H", "H", "C", "H", "H", "H", "C", "H", "H", "H", "C", "H", "H", "H", "C", "C", "C", "C", "H", "C", "H", "C", "H", "H", "H", "C", "S", "C", "O", "H", "H", "H", "H", "H", "H"],
  "positions_angstrom": [[1.2399, -2.1510, 0.5148], [2.1656, -1.3757, -0.2790], [1.5884, -1.2088, -1.5803], [0.2777, -1.8041, -1.5759], [0.0952, -2.4367, -0.3010], [0.3371, -0.3577, -0.0621], [-2.6097, 1.3527, -0.5050], [-1.9598, 0.9546, 0.6252], [-1.7750, 1.6954, 1.4073], [-1.5950, -0.4355, 0.9199], [-2.2440, -1.2070, 0.4999], [-1.4028, -0.6249, 1.9894], [-2.7268, 2.8113, -0.8189], [-2.1378, 3.4221, -0.1269], [-2.3879, 3.0402, -1.8356], [-3.7788, 3.1132, -0.7470], [-3.2666, 0.4202, -1.4697], [-3.1842, -0.6365, -1.1964], [-4.3388, 0.6688, -1.5229], [-2.8750, 0.5330, -2.4926], [3.4851, -0.8387, 0.1743], [3.4652, -0.5937, 1.2434], [4.2911, -1.5671, 0.0123], [3.7402, 0.0701, -0.3822], [2.3023, -0.6907, -2.7858], [2.7903, 0.2655, -2.5767], [3.0881, -1.3924, -3.0999], [1.6173, -0.5626, -3.6280], [-0.6264, -1.9818, -2.7546], [-0.6062, -1.1112, -3.4137], [-0.3119, -2.8451, -3.3505], [-1.6606, -2.1558, -2.4390], [-0.9959, -3.4114, 0.0265], [-1.9319, -3.1430, -0.4697], [-0.7332, -4.4259, -0.3061], [-1.1751, -3.4540, 1.1051], [1.4589, -2.6669, 1.8998], [0.5055, -2.8648, 2.4001], [2.0366, -3.6003, 1.8906], [2.0127, -1.9456, 2.5083], [0.4788, 1.5816, -1.4569], [1.1039, 2.7138, -0.9603], [-0.0337, 1.6254, -2.7554], [1.3504, 3.8341, -1.7711], [1.4304, 2.7287, 0.0761], [0.2314, 2.7288, -3.5944], [-0.6394, 0.8077, -3.1449], [0.9533, 3.8236, -3.1084], [1.8489, 4.7018, -1.3414], [-0.1411, 2.7198, -4.6233], [1.1775, 4.6652, -3.7598], [2.4669, 1.1990, 3.3381], [0.7019, 1.2444, 2.9526], [0.4654, 3.0224, 3.1977], [0.6761, 1.1671, 1.3605], [2.6042, 1.6968, 4.3067], [3.0459, 1.6828, 2.5412], [2.7374, 0.1404, 3.4405], [1.3209, 3.5873, 2.8044], [-0.4666, 3.3132, 2.7032], [0.3656, 3.1684, 4.2798]],
  "s2": 3.781,
  "homo_ev": [-9.384, -10.426],
  "lumo_ev": [-2.36, -3.95],
  "spin_multiplicity": 4,
  "gap_ev": [7.0, 6.5],
  "energy_ev": -39422.3667,
  "charge": 1
}



3.
{
  "formula": "C15H38Br2O11S3Zn",
  "method": "wB97M-V/def2-TZVPD",
  "species": ["Zn", "C", "C", "O", "H", "H", "H", "H", "H", "C", "C", "O", "H", "H", "H", "H", "H", "Br", "C", "C", "Br", "H", "H", "H", "H", "O", "S", "O", "O", "C", "C", "C", "H", "H", "H", "H", "H", "H", "H", "H", "O", "S", "O", "O", "C", "C", "C", "H", "H", "H", "H", "H", "H", "H", "H", "O", "S", "O", "O", "C", "C", "C", "H", "H", "H", "H", "H", "H", "H", "H"],
  "positions_angstrom": [[-0.5830, 2.7388, 0.4929], [-0.0671, -0.4737, -1.5890], [0.8763, 0.4247, -0.7765], [0.5796, 1.8144, -0.8581], [0.4198, -1.4231, -1.8087], [-0.3968, 0.0538, -2.4820], [-0.9492, -0.6602, -0.9688], [1.8319, 0.2619, -1.2888], [0.9846, 0.2004, 0.2810], [-2.8033, 2.1266, -2.1128], [-2.6489, 3.4306, -1.3829], [-2.4697, 3.2858, 0.0173], [-2.8171, 2.3622, -3.1838], [-3.7702, 1.6363, -1.9755], [-1.9892, 1.4142, -1.9934], [-3.4400, 4.1561, -1.5868], [-1.7157, 3.8786, -1.7477], [-2.4338, -4.1332, -0.1570], [-0.7919, -4.4153, 0.9566], [0.4657, -4.0132, 0.1880], [0.6083, -5.1115, -1.4750], [-0.9148, -5.4113, 1.3643], [-0.7760, -3.7046, 1.7846], [1.3553, -4.2083, 0.7859], [0.6271, -2.9583, -0.0177], [-3.8188, 0.0342, 3.6904], [-4.4770, -0.5528, 2.5506], [-4.6536, -1.9611, 2.2885], [-5.9754, 0.1170, 2.4567], [-6.8002, -0.0877, 3.5919], [-6.6897, 1.1076, 4.5568], [-3.8546, 0.1883, 1.0253], [-6.5067, -1.0119, 4.0945], [-7.8581, -0.1897, 3.3539], [-7.4880, 1.2060, 5.2993], [-6.6199, 2.0460, 4.0103], [-5.8844, 1.0151, 5.2897], [-4.6101, 0.0205, 0.2611], [-2.9660, -0.4117, 0.8348], [-3.7064, 1.2614, 1.1214], [2.4318, -2.3268, 1.7448], [1.8350, -2.1127, 3.0518], [1.2092, -3.1828, 3.7749], [3.0533, -1.4497, 3.8942], [3.1059, -1.7018, 5.3345], [4.1258, -0.7403, 5.8991], [0.7630, -0.6394, 2.9625], [3.4632, -2.7315, 5.4038], [2.1366, -1.7579, 5.8312], [4.4528, -1.2382, 6.8141], [3.7870, 0.2896, 6.0020], [5.0416, -0.6260, 5.3175], [1.1623, 0.0792, 3.6769], [-0.3134, -0.7213, 3.0721], [1.1453, -0.2746, 2.0097], [4.6137, 2.1624, -3.6374], [3.6620, 1.7101, -4.6408], [2.4270, 2.3463, -4.9383], [4.5472, 1.6435, -6.0443], [4.8135, 2.8264, -6.7687], [5.5299, 2.3077, -8.0099], [3.3820, -0.1114, -4.3460], [5.4550, 3.6099, -6.3559], [3.9250, 3.3712, -7.0990], [4.9854, 1.4898, -8.4814], [6.5364, 1.9468, -7.8032], [5.5729, 3.1194, -8.7399], [4.0449, -0.4671, -3.5625], [3.4642, -0.6443, -5.2893], [2.3684, -0.2295, -3.9639]],
  "homo_ev": -9.480,
  "lumo_ev": -2.05,
  "gap_ev": 7.4,
  "energy_ev": -259697.0302
}



Q: What is the formula in the second record?
A: C23H35OReS